1.
{"formula": "C5H3Cl2N", "method": "ωB97M-V/def2-TZVPD", "homo_ev": -9.5, "charge": 0, "lumo_energy_ev": -0.32, "smiles": "Clc1cncc(Cl)c1", "homo_lumo_gap_ev": 9.188, "e_above_lowest_ev": 1.273, "species": ["Cl", "C", "C", "N", "C", "C", "Cl", "C", "H", "H", "H"], "positions_angstrom": [[-0.203, 0.052, 2.836], [-0.105, -0.398, 1.024], [-0.082, -1.811, 0.703], [0.203, -2.052, -0.540], [0.336, -1.111, -1.526], [0.382, 0.351, -1.217], [-0.041, 1.798, -2.265], [-0.050, 0.592, 0.104], [-0.024, -2.623, 1.440], [0.311, -1.717, -2.455], [-0.446, 1.503, 0.569]], "forces_ev_per_angstrom": [[-0.2, -0.4, -2.1], [-0.2, -3.1, 2.9], [1.7, 3.3, 0.9], [-0.3, -0.1, -2.0], [0.0, 0.8, 1.0], [-3.3, -2.1, -0.2], [1.1, -1.9, 0.4], [0.3, 0.7, 0.4], [-0.5, 0.5, -0.3], [0.6, 1.7, 0.0], [0.8, 0.4, -1.0]], "mulliken_charge": [-0.234, 0.253, -0.212, -0.496, -0.084, 0.045, -0.176, -0.198, 0.392, 0.404, 0.308]}

2.
{"formula": "C27H36BrN5O", "method": "ωB97M-V/def2-TZVPD", "homo_ev": -17.2, "charge": 4, "lumo_energy_ev": -10.61, "homo_lumo_gap_ev": 6.599, "e_above_lowest_ev": 0.000, "species": ["Br", "C", "C", "O", "N", "H", "H", "C", "H", "H", "H", "H", "H", "H", "C", "N", "C", "C", "C", "C", "C", "C", "C", "C", "N", "C", "C", "C", "H", "H", "H", "H", "H", "H", "H", "H", "H", "H", "H", "H", "H", "H", "C", "N", "C", "C", "C", "C", "C", "C", "C", "C", "N", "C", "C", "C", "H", "H", "H", "H", "H", "H", "H", "H", "H", "H", "H", "H", "H", "H"], "positions_angstrom": [[-1.973, 0.997, -0.133], [1.010, 3.614, 1.114], [-0.293, 4.337, 0.968], [-0.841, 5.027, 1.750], [-0.954, 4.119, -0.391], [-0.243, 4.231, -1.113], [-1.276, 3.115, -0.389], [-2.135, 4.973, -0.664], [1.057, 3.272, 2.146], [1.816, 4.343, 0.995], [1.129, 2.803, 0.402], [-1.810, 6.006, -0.755], [-2.852, 4.901, 0.145], [-2.564, 4.641, -1.605], [2.450, -0.541, 9.434], [1.663, -0.884, 8.232], [0.516, -1.563, 8.384], [-0.240, -1.907, 7.293], [0.188, -1.605, 6.000], [1.414, -0.947, 5.888], [2.132, -0.607, 7.005], [-0.634, -1.922, 4.796], [-0.499, -1.225, 3.591], [-1.265, -1.594, 2.507], [-2.246, -2.504, 2.644], [-2.444, -3.148, 3.801], [-1.634, -2.878, 4.878], [-3.077, -2.813, 1.451], [2.850, -1.428, 9.917], [1.826, 0.024, 10.126], [3.259, 0.135, 9.165], [0.183, -1.729, 9.400], [-1.171, -2.428, 7.456], [1.849, -0.662, 4.940], [3.090, -0.108, 7.011], [0.144, -0.363, 3.491], [-1.235, -1.120, 1.524], [-3.286, -3.823, 3.848], [-1.875, -3.407, 5.789], [-3.797, -3.579, 1.723], [-2.435, -3.215, 0.673], [-3.591, -1.908, 1.141], [0.940, -2.869, -1.280], [0.903, -2.051, -2.508], [0.444, -0.783, -2.470], [0.327, -0.047, -3.623], [0.762, -0.584, -4.838], [1.266, -1.878, -4.830], [1.325, -2.591, -3.666], [0.619, 0.143, -6.127], [-0.561, 0.811, -6.443], [-0.702, 1.368, -7.696], [0.330, 1.391, -8.555], [1.458, 0.741, -8.276], [1.663, 0.143, -7.051], [0.194, 2.151, -9.839], [0.429, -2.306, -0.507], [1.978, -3.057, -1.014], [0.443, -3.813, -1.482], [0.209, -0.412, -1.472], [0.013, 0.984, -3.537], [1.567, -2.380, -5.740], [1.691, -3.608, -3.611], [-1.416, 0.762, -5.782], [-1.560, 1.983, -7.933], [2.241, 0.737, -9.022], [2.579, -0.401, -6.872], [-0.302, 3.087, -9.620], [-0.248, 1.497, -10.586], [1.203, 2.350, -10.196]], "forces_ev_per_angstrom": [[0.5, -0.1, -0.1], [-0.1, 0.4, 0.2], [0.0, 0.0, 0.0], [0.0, -0.1, -0.1], [-0.2, -0.1, 0.3], [-0.1, -0.1, -0.1], [0.1, -0.3, 0.0], [0.0, 0.6, -0.3], [0.1, -0.2, -0.1], [0.0, 0.0, -0.1], [0.0, -0.1, 0.0], [0.0, 0.0, 0.0], [0.0, -0.2, 0.1], [-0.1, 0.0, 0.1], [0.1, 0.7, 0.3], [0.2, -0.5, 0.1], [-0.2, 0.5, 0.1], [-0.3, -0.4, -0.4], [0.3, 0.4, 0.1], [0.1, 0.1, -0.4], [0.1, 0.1, 0.7], [-0.1, 0.3, 0.2], [0.1, -0.2, 0.0], [-0.5, 0.3, 0.1], [0.2, -0.4, -0.4], [-0.1, 0.4, -0.1], [-0.4, -0.4, 0.2], [-0.2, -0.2, 0.4], [-0.1, -0.1, -0.1], [-0.2, -0.2, 0.0], [0.1, -0.2, -0.2], [0.1, -0.2, 0.0], [0.0, 0.1, 0.2], [-0.1, -0.2, -0.1], [0.0, 0.0, -0.4], [0.2, -0.2, -0.1], [0.1, 0.2, 0.3], [0.1, -0.1, 0.0], [0.2, -0.1, 0.0], [0.0, 0.1, 0.0], [0.0, 0.1, -0.1], [0.1, 0.0, -0.1], [0.2, 0.1, -0.2], [0.0, 0.3, -0.4], [0.2, -0.5, 0.6], [0.5, 0.4, -0.2], [-0.5, 0.1, 0.2], [0.1, -0.3, -0.5], [-0.1, -0.2, 0.5], [0.3, 0.1, 0.1], [-0.2, -0.8, -0.3], [0.3, 1.0, 0.7], [-0.5, 0.1, -0.3], [0.9, 0.0, 0.2], [-0.7, -0.5, -0.1], [1.0, -0.6, 0.1], [0.0, -0.1, 0.1], [0.0, 0.0, 0.1], [-0.1, 0.0, 0.1], [-0.3, 0.2, -0.4], [-0.2, -0.1, -0.1], [0.1, 0.1, 0.0], [0.0, 0.0, -0.1], [0.0, 0.2, 0.0], [-0.1, -0.3, -0.3], [-0.1, 0.1, -0.1], [0.1, 0.2, 0.0], [-0.3, 0.0, -0.3], [-0.5, 0.3, 0.1], [0.0, 0.2, 0.1]], "mulliken_charge": [-0.719, -0.922, 0.658, -0.383, 0.245, 0.403, -0.248, -0.830, 0.296, 0.348, 0.233, 0.395, 0.337, 0.332, -0.875, 0.017, -0.414, -0.735, 1.272, -0.762, -0.172, 1.381, -0.993, -0.078, 0.092, -0.264, -0.814, -0.730, 0.368, 0.395, 0.293, 0.467, 0.342, 0.389, 0.399, 0.475, 0.152, 0.402, 0.375, 0.310, 0.289, 0.339, -0.774, 0.086, 0.195, -1.148, 0.969, -0.595, -0.462, 0.684, -0.608, -0.349, 0.051, -0.132, -0.732, -0.888, 0.064, 0.374, 0.434, 0.258, 0.550, 0.570, 0.477, 0.502, 0.408, 0.417, 0.516, 0.380, 0.351, 0.338]}

3.
{"formula": "C6H5N2O6Pm", "method": "ωB97M-V/def2-TZVPD", "s_squared": 6.43, "homo_ev": [-14.1, -15.5], "charge": 2, "lumo_energy_ev": [-9.28, -8.94], "homo_lumo_gap_ev": [4.802, 6.563], "spin_multiplicity": 5, "species": ["O", "C", "Pm", "O", "C", "C", "O", "C", "O", "C", "O", "H", "N", "C", "N", "O", "H", "H", "H", "H"], "positions_angstrom": [[-2.093, -3.023, -1.251], [-1.487, -2.049, -1.296], [-0.209, 0.168, -1.061], [2.358, -1.641, 0.758], [1.757, -1.202, -0.120], [1.508, 2.064, -1.312], [2.184, 2.995, -1.355], [-1.637, 1.200, -2.879], [-1.524, 2.301, -3.309], [0.862, -0.640, -3.098], [1.391, -1.034, -4.060], [-2.617, 0.511, -2.901], [0.918, 0.707, 2.914], [-0.127, 0.118, 2.315], [-0.927, -0.760, 2.939], [-0.345, 0.375, 1.070], [1.032, 0.709, 3.926], [1.548, 1.258, 2.340], [-1.662, -1.219, 2.420], [-0.931, -0.837, 3.958]], "forces_ev_per_angstrom": [[2.2, 3.4, -0.2], [-2.7, -4.3, 0.1], [-1.3, 0.5, 0.3], [-1.9, 1.4, -3.1], [2.5, -1.8, 3.2], [2.9, 4.3, -0.3], [-2.4, -3.6, 0.1], [0.3, 0.4, -0.1], [-0.8, -1.1, 0.1], [3.2, -2.3, -6.0], [-2.5, 1.9, 4.5], [0.6, 1.0, -0.2], [-0.7, -0.3, 0.0], [-0.1, 0.0, 0.4], [0.5, 0.7, 0.3], [0.2, -0.3, 1.1], [0.1, -0.1, -0.5], [-0.3, 0.0, 0.4], [0.0, 0.3, 0.2], [0.1, -0.2, -0.5]], "mulliken_charge": [-0.064, 0.253, 0.922, -0.089, 0.283, 0.267, -0.072, 0.087, -0.295, 0.266, -0.120, 0.208, -0.308, 0.752, -0.347, -0.607, 0.220, 0.206, 0.213, 0.225]}

4.
{"formula": "C2H5N2O4P", "method": "ωB97M-V/def2-TZVPD", "homo_ev": -10.8, "charge": 0, "lumo_energy_ev": 0.58, "homo_lumo_gap_ev": 11.408, "e_above_lowest_ev": 0.000, "species": ["C", "C", "N", "N", "O", "O", "O", "O", "P", "H", "H", "H", "H", "H"], "positions_angstrom": [[0.749, 0.732, -1.774], [-0.463, 0.190, -1.068], [0.065, -0.641, 0.001], [-1.020, -1.130, 0.796], [0.464, -0.062, 3.594], [0.927, 0.053, 0.989], [-0.387, -1.938, 1.737], [-1.377, -0.074, 1.667], [0.112, -0.451, 2.289], [0.467, 1.243, -2.805], [1.116, 1.656, -1.317], [1.413, -0.016, -2.020], [-1.139, 1.023, -0.561], [-0.927, -0.586, -1.527]], "forces_ev_per_angstrom": [[-2.5, 3.8, -2.8], [1.1, 3.8, 3.6], [0.6, -1.0, 0.4], [-1.4, -0.7, -2.7], [1.2, 0.4, 2.5], [-0.5, -0.4, 0.2], [1.5, 0.1, 1.3], [0.3, 0.6, 0.8], [-1.6, 0.1, -1.9], [0.1, -1.4, 1.7], [0.6, -0.8, 0.6], [1.8, -1.4, -0.1], [1.0, -1.6, -1.6], [-2.2, -1.6, -2.2]], "mulliken_charge": [-1.207, -0.017, -0.356, 0.664, -0.727, -0.224, -0.418, -0.445, 1.112, 0.330, 0.315, 0.418, 0.230, 0.325]}